1.
Below is C48H45BF4N9O3S3Ti as an isolated structure, with properties calculated with wB97M-V/def2-TZVPD.

Last column: Mulliken spin population.
Atoms and positions in Å:
Ti  0.457  -0.895  0.530  1.0224
C  -3.379  -2.884  1.669  0.0019
C  -2.126  -2.499  0.926  0.0062
N  -1.040  -2.119  1.524  -0.0113
N  -0.957  -2.461  2.879  -0.0030
C  0.274  -2.541  3.268  0.0023
S  1.697  -2.098  2.459  -0.0200
S  0.464  -3.185  4.938  -0.0008
C  -0.791  -4.502  4.936  -0.0005
C  -0.391  -5.713  4.139  -0.0004
C  -0.664  -5.804  2.777  0.0012
C  -0.250  -6.905  2.043  -0.0001
C  0.433  -7.942  2.663  0.0000
C  0.701  -7.867  4.023  0.0001
C  0.293  -6.760  4.750  -0.0001
C  -2.090  -2.738  -0.518  0.0031
C  -3.255  -3.075  -1.223  0.0001
C  -3.205  -3.653  -2.471  0.0000
C  -1.954  -3.966  -3.017  0.0005
C  -0.791  -3.656  -2.357  0.0012
C  -0.817  -2.938  -1.135  0.0226
O  0.290  -2.531  -0.607  -0.0013
H  -3.245  -2.750  2.737  -0.0009
H  -3.671  -3.914  1.458  0.0001
H  -4.189  -2.238  1.319  0.0001
H  -1.733  -4.088  4.583  -0.0001
H  -0.906  -4.777  5.987  0.0000
H  -1.182  -4.994  2.285  -0.0004
H  -0.450  -6.940  0.980  0.0000
H  0.764  -8.797  2.087  0.0000
H  1.239  -8.668  4.516  0.0000
H  0.523  -6.697  5.808  0.0000
H  -4.218  -2.883  -0.767  0.0001
H  -4.114  -3.878  -3.014  0.0004
H  -1.898  -4.442  -3.990  -0.0001
H  0.180  -3.863  -2.782  -0.0003
N  -1.681  -3.655  -7.351  0.0000
C  -1.069  -2.747  -6.460  -0.0001
C  0.104  -3.090  -5.798  0.0000
C  0.703  -2.192  -4.930  -0.0002
C  0.145  -0.941  -4.717  0.0005
C  -1.005  -0.580  -5.405  -0.0001
C  -1.609  -1.478  -6.269  0.0001
S  0.986  0.188  -3.619  -0.0024
O  2.347  -0.263  -3.618  -0.0003
O  0.696  1.514  -4.126  0.0014
N  0.403  -0.029  -2.140  0.0555
C  -0.851  0.270  -1.821  -0.0413
N  -1.097  0.159  -0.485  -0.0671
C  -2.279  0.545  -0.026  0.0796
C  -3.286  0.980  -0.864  0.0032
C  -2.982  0.962  -2.223  0.0092
N  -1.807  0.623  -2.710  -0.0023
H  -1.488  -4.617  -7.113  0.0000
H  -2.678  -3.514  -7.419  0.0000
H  0.543  -4.069  -5.954  0.0000
H  1.617  -2.445  -4.410  0.0000
H  -1.418  0.403  -5.243  0.0001
H  -2.513  -1.196  -6.800  0.0000
H  -2.393  0.506  1.053  -0.0057
H  -4.243  1.304  -0.486  -0.0003
H  -3.738  1.245  -2.953  -0.0007
C  1.662  6.210  0.515  0.0001
C  3.002  5.532  0.567  -0.0002
C  4.112  6.173  1.100  0.0000
C  5.338  5.528  1.195  0.0000
C  5.467  4.227  0.734  0.0000
C  4.380  3.578  0.168  -0.0002
C  3.151  4.218  0.098  0.0000
N  2.024  3.561  -0.462  0.0002
C  1.190  2.754  0.302  0.0162
N  1.813  1.895  1.167  -0.0227
C  1.132  1.466  2.358  -0.0622
C  0.070  0.567  2.221  -0.0105
C  -0.731  0.438  3.361  0.0259
C  -0.408  1.037  4.574  -0.0012
C  0.761  1.777  4.692  0.0025
C  1.547  2.019  3.569  0.0018
C  2.786  2.868  3.649  -0.0014
N  -0.091  2.798  0.247  -0.0075
C  -0.776  3.690  -0.567  0.0097
C  -0.606  3.706  -1.957  -0.0003
C  -1.355  4.555  -2.754  0.0005
C  -2.294  5.403  -2.183  -0.0003
C  -2.481  5.374  -0.808  0.0002
C  -1.747  4.529  0.014  -0.0030
C  -1.991  4.494  1.498  -0.0004
H  1.693  7.161  1.048  0.0000
H  0.884  5.587  0.961  0.0000
H  1.343  6.413  -0.512  0.0000
H  4.005  7.188  1.468  0.0000
H  6.187  6.041  1.630  0.0000
H  6.416  3.711  0.801  0.0000
H  4.467  2.576  -0.231  -0.0003
H  1.486  4.144  -1.090  0.0003
H  2.821  1.899  1.164  0.0063
H  -1.604  -0.208  3.337  0.0008
H  -1.043  0.884  5.440  0.0000
H  1.060  2.192  5.649  0.0004
H  2.964  3.191  4.675  0.0000
H  2.713  3.761  3.020  0.0001
H  3.671  2.321  3.313  -0.0001
H  0.095  3.018  -2.413  0.0002
H  -1.206  4.533  -3.827  0.0000
H  -2.886  6.068  -2.801  0.0001
H  -3.227  6.020  -0.352  0.0001
H  -3.057  4.403  1.715  0.0000
H  -1.636  5.409  1.983  0.0000
H  -1.473  3.649  1.950  0.0004
F  4.414  0.293  0.834  -0.0005
B  3.828  -0.114  -0.387  -0.0097
F  2.493  -0.608  -0.025  0.0014
F  4.542  -1.139  -0.963  0.0002
F  3.692  0.989  -1.201  0.0008

Computed properties:
Energy relative to the best compared isomer or geometry (same formula, charge and spin), kcal/mol: 7.4
Expectation value of S²: 0.75
Total charge: -2
Spin multiplicity: 2

2.
Below is C48H45BrFN12O8SiW as an isolated structure, with properties calculated with wB97M-V/def2-TZVPD.

Last column: Mulliken charge in e.
Atoms and positions in Å:
W  1.891  -1.992  -0.867  1.2352
F  -3.181  2.287  2.494  -0.4809
C  -3.179  1.744  1.264  0.2867
C  -2.259  0.779  0.969  -0.6334
C  -2.308  0.132  -0.266  0.3538
C  -1.309  -0.887  -0.595  0.3149
O  -0.320  -1.061  0.133  0.8331
C  -1.584  -1.652  -1.773  0.2199
C  -2.601  -1.291  -2.601  -0.3271
N  -3.400  -0.230  -2.389  0.2976
C  -4.424  0.101  -3.357  -0.3927
C  -4.079  0.046  -4.811  -1.0227
C  -4.289  1.373  -4.144  -0.4472
C  -3.308  0.473  -1.188  -0.2556
C  -4.189  1.517  -0.890  -0.8084
C  -4.132  2.168  0.331  -0.6876
N  -5.022  3.240  0.586  0.3421
C  -4.670  4.273  1.552  -0.4109
C  -5.624  5.461  1.336  -0.7477
N  -6.164  5.381  -0.061  -0.1303
C  -7.086  4.199  -0.216  -0.7794
C  -6.455  3.015  0.533  -0.7262
C  -0.812  -2.871  -2.114  -0.5235
O  -1.231  -3.771  -2.776  -0.5989
O  0.388  -2.911  -1.511  0.2582
H  -1.516  0.508  1.708  0.8403
H  -2.788  -1.867  -3.498  0.7944
H  -5.417  -0.214  -3.058  0.5312
H  -4.838  -0.326  -5.482  0.2626
H  -3.065  -0.212  -5.082  0.3643
H  -5.191  1.927  -4.365  0.3039
H  -3.407  1.971  -3.958  0.2406
H  -4.915  1.835  -1.625  0.8195
H  -3.634  4.569  1.385  0.2599
H  -4.760  3.953  2.593  0.3813
H  -5.123  6.417  1.465  0.4158
H  -6.486  5.426  1.999  0.3395
H  -5.374  5.247  -0.696  0.3748
H  -6.640  6.243  -0.323  0.3383
H  -7.177  4.008  -1.284  0.4296
H  -8.058  4.481  0.183  0.3738
H  -6.674  2.090  0.007  0.4951
H  -6.881  2.927  1.540  0.3242
N  4.540  -3.180  -2.900  0.0113
C  3.439  -2.706  -3.556  0.2219
N  3.305  -2.546  -4.854  -0.5722
N  2.052  -2.069  -4.998  -0.7877
N  1.461  -1.944  -3.869  -0.4058
N  2.332  -2.357  -2.906  0.6782
C  4.586  -3.329  -1.551  0.3853
N  5.669  -3.693  -0.915  -0.6076
N  5.299  -3.780  0.384  -0.8172
N  4.079  -3.512  0.545  -0.2862
N  3.527  -3.205  -0.692  0.1907
H  5.401  -3.302  -3.408  0.2760
O  0.491  -0.382  2.714  -0.8970
C  1.524  0.558  2.487  4.6525
C  2.451  0.124  1.318  -0.4965
O  3.330  0.839  0.922  -0.5258
O  2.182  -1.095  0.846  0.3508
C  2.377  0.642  3.749  -0.4178
C  2.147  -0.219  4.812  -0.3807
C  2.925  -0.131  5.961  -0.9070
C  3.935  0.812  6.050  -0.5035
C  4.168  1.672  4.984  -0.8870
C  3.393  1.591  3.840  -0.2431
C  0.882  1.912  2.146  -1.1057
C  0.684  2.322  0.831  0.3744
C  0.028  3.513  0.549  -1.0002
C  -0.448  4.306  1.582  -0.6128
C  -0.274  3.894  2.898  -1.0629
C  0.386  2.707  3.176  -0.5271
H  0.214  -0.726  1.850  -0.4819
H  1.358  -0.953  4.741  0.4098
H  2.738  -0.807  6.785  0.4349
H  4.542  0.876  6.943  0.4080
H  4.959  2.409  5.044  0.4147
H  3.579  2.259  3.009  0.4532
H  1.050  1.719  0.011  0.0051
H  -0.082  3.829  -0.481  0.5431
H  -0.922  5.258  1.368  0.6049
H  -0.636  4.508  3.714  0.4098
H  0.533  2.399  4.203  0.5877
C  -0.439  -3.798  1.332  -1.3539
Si  1.421  -3.885  1.071  1.7386
C  2.123  -3.583  2.767  -1.0278
C  1.860  -5.547  0.335  0.7843
C  1.459  -5.962  -0.939  -0.2305
C  1.791  -7.222  -1.413  -0.9707
C  2.526  -8.094  -0.621  -0.5209
C  2.925  -7.702  0.647  -0.6580
C  2.597  -6.438  1.118  -0.5107
H  -0.682  -4.643  1.983  0.7064
H  -1.038  -3.907  0.429  0.2214
H  -0.724  -2.889  1.862  0.0555
H  3.107  -4.023  2.899  0.4272
H  1.430  -3.983  3.512  0.5156
H  2.207  -2.509  2.937  -0.2141
H  0.879  -5.304  -1.576  0.3283
H  1.477  -7.523  -2.404  0.4523
H  2.788  -9.075  -0.994  0.3834
H  3.501  -8.376  1.268  0.4056
H  2.934  -6.141  2.103  0.3067
Br  4.340  5.785  -3.694  -0.1703
C  3.807  4.078  -3.089  0.0452
C  4.733  3.266  -2.452  -0.7685
C  4.338  2.015  -2.010  -0.4044
C  3.025  1.601  -2.206  0.2887
C  2.103  2.426  -2.841  -0.1605
C  2.495  3.671  -3.294  -0.7310
C  2.612  0.294  -1.702  0.6597
O  3.442  -0.619  -1.408  -0.7804
O  1.383  -0.007  -1.504  -0.7609
H  5.746  3.609  -2.301  0.4576
H  5.029  1.363  -1.493  0.5228
H  1.090  2.074  -2.991  0.5559
H  1.802  4.322  -3.807  0.4626

Computed properties:
Energy relative to the best compared isomer or geometry (same formula, charge and spin), kcal/mol: 13.2
Total charge: +1